(1)
{"formula": "C34H48CaN6O2PS2", "method": "ωB97M-V/def2-TZVPD", "charge": 1, "lumo_energy_ev": -1.963, "e_above_lowest_kj_mol": 25.2, "homo_energy_ev": -8.88, "gap_ha": 0.254, "elements": ["Ca", "N", "C", "C", "C", "C", "C", "C", "C", "C", "N", "C", "H", "H", "H", "H", "H", "H", "H", "H", "C", "C", "C", "C", "C", "C", "C", "C", "C", "S", "C", "N", "H", "H", "H", "H", "H", "H", "H", "H", "C", "C", "N", "H", "H", "H", "C", "P", "C", "C", "O", "H", "H", "H", "H", "H", "H", "H", "H", "H", "O", "C", "C", "C", "C", "C", "N", "C", "S", "N", "C", "C", "C", "C", "H", "H", "H", "H", "H", "H", "H", "H", "H", "H", "H", "H", "H", "H", "H", "H", "H", "H", "H", "H"], "positions_angstrom": [[0.555612, -0.970181, -0.168865], [-0.917360, -2.673570, -1.576900], [-2.264415, -2.823224, -1.901659], [-2.850637, -2.247096, -2.994293], [-4.247563, -2.356563, -3.180069], [-5.035038, -3.026335, -2.294131], [-4.456018, -3.655943, -1.163485], [-5.200968, -4.392372, -0.212520], [-4.548870, -4.970903, 0.835852], [-3.153027, -4.820226, 0.939728], [-2.411886, -4.148540, 0.092161], [-3.064610, -3.566269, -0.960015], [-0.605267, -3.408726, -0.954379], [-0.279415, -2.520851, -2.350226], [-2.247399, -1.692088, -3.702406], [-4.697660, -1.889885, -4.046810], [-6.104571, -3.095816, -2.445756], [-6.273235, -4.490562, -0.328359], [-5.080701, -5.543872, 1.582809], [-2.649211, -5.288894, 1.781622], [-2.685619, 0.238451, -0.467490], [-2.020151, 0.653417, -1.746448], [-2.769754, 1.425554, -2.665129], [-2.185994, 1.832416, -3.820855], [-0.845879, 1.478105, -4.095891], [-0.198525, 1.911035, -5.272125], [1.099851, 1.549058, -5.491990], [1.777113, 0.741675, -4.566284], [1.187269, 0.282503, -3.404000], [2.103467, -0.754348, -2.332105], [-0.164246, 0.678036, -3.145534], [-0.775015, 0.286826, -1.975945], [-3.398220, 0.994529, -0.139060], [-1.967605, 0.097986, 0.335299], [-3.227595, -0.697690, -0.613362], [-3.789814, 1.692535, -2.423688], [-2.727217, 2.441258, -4.535667], [-0.742199, 2.524096, -5.979680], [1.612992, 1.875006, -6.387512], [2.799704, 0.446604, -4.762444], [5.132450, -0.226007, 2.120645], [3.825214, -0.428596, 1.515133], [2.809160, -0.575825, 1.007208], [5.890835, -0.178865, 1.341060], [5.361741, -1.048625, 2.795798], [5.136286, 0.705299, 2.684061], [0.800902, -5.806720, 0.745089], [1.817808, -4.334698, 0.836739], [2.135875, -4.026290, 2.581247], [3.395417, -4.717884, 0.077856], [1.151717, -3.170664, 0.154618], [1.286618, -6.652167, 1.233543], [0.621543, -6.048457, -0.302694], [-0.158427, -5.604433, 1.221067], [2.835992, -4.759263, 2.982255], [1.205116, -4.081764, 3.145189], [2.555724, -3.025619, 2.687705], [3.898037, -5.534024, 0.596519], [4.022060, -3.825768, 0.094152], [3.227763, -4.993608, -0.963435], [-1.077135, -2.538012, 2.787173], [-1.155843, -2.042626, 1.786512], [0.488239, 5.259988, 3.734827], [0.483822, 4.412730, 5.006856], [0.215717, 2.922127, 4.790648], [1.404812, 2.103337, 4.299235], [1.896722, 2.478437, 2.975093], [1.288593, 2.184908, 1.812063], [-0.046468, 1.128083, 1.772369], [1.779411, 2.793723, 0.728007], [1.269899, 2.689244, -0.638815], [0.056341, 3.572945, -0.894532], [0.302873, 5.060097, -0.652641], [1.336121, 5.668205, -1.595727], [0.527355, 6.321445, 3.979293], [-0.418091, 5.084603, 3.151494], [1.340274, 5.050454, 3.085779], [-0.296024, 4.800509, 5.665155], [1.425161, 4.544976, 5.550951], [-0.615197, 2.792742, 4.093228], [-0.100081, 2.471964, 5.735306], [1.145116, 1.046240, 4.271206], [2.249179, 2.224184, 4.981200], [2.582366, 3.217420, 2.954446], [2.530134, 3.451813, 0.870762], [1.028484, 1.651611, -0.849732], [2.097142, 2.941455, -1.301292], [-0.767667, 3.222594, -0.268747], [-0.243538, 3.414163, -1.934285], [0.605483, 5.219835, 0.387916], [-0.645079, 5.589617, -0.768177], [2.321285, 5.210950, -1.478675], [1.451030, 6.736965, -1.416081], [1.037400, 5.532145, -2.636914]], "forces_ev_per_a": [[-0.19, 0.03, -0.46], [0.01, -0.11, 0.05], [0.00, -0.11, 0.40], [-0.17, -0.07, 0.07], [0.07, 0.10, -0.13], [-0.13, -0.07, 0.08], [0.05, -0.04, 0.01], [0.09, 0.07, -0.06], [-0.10, -0.02, 0.00], [0.09, -0.06, 0.11], [-0.51, -0.01, -0.11], [0.40, 0.23, -0.26], [0.12, -0.03, -0.12], [-0.04, -0.03, -0.07], [0.01, 0.00, -0.01], [0.02, 0.01, -0.01], [0.00, -0.01, 0.00], [0.00, 0.01, -0.02], [0.01, 0.00, 0.00], [0.09, 0.04, -0.04], [0.00, -0.07, -0.01], [0.08, 0.05, 0.01], [-0.02, -0.01, 0.01], [0.00, 0.03, -0.01], [0.01, -0.03, 0.00], [0.00, 0.01, -0.01], [-0.02, 0.01, -0.01], [0.01, -0.03, 0.01], [0.01, 0.00, -0.02], [0.10, -0.03, -0.02], [-0.03, -0.01, -0.04], [-0.09, 0.32, 0.13], [0.00, 0.00, -0.01], [-0.02, 0.01, -0.02], [-0.06, -0.03, -0.01], [-0.01, -0.01, 0.01], [0.00, -0.01, -0.01], [-0.01, 0.00, 0.00], [0.01, 0.00, 0.00], [0.00, 0.01, 0.00], [0.03, 0.01, 0.02], [0.02, 0.07, -0.11], [-0.07, -0.14, 0.17], [0.00, 0.00, 0.00], [0.00, 0.00, 0.00], [0.00, 0.00, 0.00], [0.06, -0.04, 0.02], [0.03, 0.00, -0.08], [0.00, -0.02, -0.03], [-0.01, 0.01, -0.02], [0.08, 0.02, 0.42], [-0.01, 0.00, 0.00], [0.00, -0.01, 0.00], [-0.01, 0.01, -0.01], [-0.01, -0.01, 0.01], [-0.01, 0.04, -0.01], [0.01, -0.01, 0.00], [0.01, -0.01, -0.01], [0.01, 0.00, 0.02], [0.00, 0.00, 0.00], [-0.16, -0.32, 0.47], [0.17, 0.24, -0.28], [0.00, 0.00, 0.02], [0.00, -0.01, -0.01], [0.01, 0.01, 0.00], [-0.01, 0.01, 0.01], [0.07, -0.02, 0.00], [-0.08, 0.09, 0.03], [0.12, 0.02, -0.03], [0.06, -0.08, -0.01], [-0.07, -0.01, 0.01], [0.02, 0.02, 0.00], [0.00, 0.00, -0.02], [-0.01, -0.01, 0.02], [0.00, 0.00, -0.01], [0.00, 0.00, -0.01], [-0.01, 0.01, 0.00], [0.01, 0.00, 0.00], [0.00, 0.00, 0.00], [-0.01, -0.02, 0.01], [0.01, 0.00, 0.01], [0.00, 0.00, -0.01], [-0.01, -0.01, 0.01], [-0.01, 0.00, 0.01], [0.00, 0.00, 0.00], [0.03, -0.02, 0.01], [0.01, 0.02, 0.00], [0.00, -0.01, 0.01], [-0.03, -0.01, -0.03], [-0.01, -0.01, 0.00], [0.00, 0.01, 0.00], [0.01, 0.01, 0.00], [0.00, 0.00, -0.01], [0.01, 0.00, 0.00]], "mulliken_charge": [1.165, -0.177, -0.538, -0.507, -0.765, -1.049, 1.174, -0.723, -0.993, 0.005, -0.095, 0.609, 0.103, 0.316, 0.497, 0.427, 0.405, 0.443, 0.393, 0.349, -0.770, 0.166, -1.107, -1.299, 1.089, -0.885, -0.815, -0.452, 0.759, -0.454, -1.506, 2.413, 0.621, -0.405, -0.049, 0.611, 0.458, 0.442, 0.408, 0.494, -1.124, 0.266, -0.280, 0.316, 0.337, 0.325, -1.012, 0.858, -1.001, -1.224, -0.662, 0.456, 0.344, 0.059, 0.443, 0.323, 0.180, 0.431, 0.322, 0.334, -0.247, 0.355, -0.968, -0.606, -0.332, -1.013, -0.201, 0.224, -0.322, -0.048, 0.250, 0.114, -0.405, -1.297, 0.450, 0.262, 0.135, 0.345, 0.284, 0.200, 0.401, 0.270, 0.577, 0.386, 0.379, -0.963, 0.540, 0.238, 0.142, -0.052, 0.452, 0.311, 0.405, 0.288]}

---

(2)
{"formula": "C34H49AuN3O3PS", "method": "ωB97M-V/def2-TZVPD", "charge": 2, "lumo_energy_ev": [-9.576, -9.578], "homo_energy_ev": [-13.86, -13.86], "gap_ha": [0.158, 0.157], "elements": ["Au", "C", "C", "C", "C", "C", "C", "C", "S", "O", "O", "N", "C", "C", "C", "C", "C", "C", "C", "C", "N", "C", "H", "H", "H", "H", "H", "H", "H", "H", "H", "H", "H", "H", "H", "O", "P", "C", "C", "C", "C", "C", "C", "C", "C", "C", "C", "C", "C", "C", "C", "C", "C", "C", "C", "H", "H", "H", "H", "H", "H", "H", "H", "H", "H", "H", "H", "H", "H", "H", "H", "H", "H", "H", "H", "H", "H", "H", "H", "H", "H", "H", "H", "H", "H", "H", "H", "H", "N", "H", "H", "H"], "positions_angstrom": [[-2.332630, 0.745020, -0.223635], [-3.556414, 0.352025, -6.400493], [-3.382713, -0.233302, -5.040145], [-2.123358, -0.329622, -4.450492], [-1.970250, -0.900976, -3.199346], [-3.084910, -1.376001, -2.528407], [-4.347283, -1.296875, -3.093337], [-4.490610, -0.718576, -4.339923], [-2.862145, -2.286170, -1.020250], [-1.462892, -2.507825, -0.789236], [-3.762718, -3.387042, -0.938330], [-3.292593, -1.112754, 0.152851], [-3.748992, -1.341261, 1.374617], [-4.324585, -2.558679, 1.806459], [-4.924077, -2.660948, 3.052897], [-4.948445, -1.599841, 3.937660], [-4.326937, -0.377093, 3.592379], [-4.231406, 0.719516, 4.471199], [-3.531434, 1.841173, 4.093312], [-2.961139, 1.874265, 2.817800], [-3.054294, 0.867604, 1.978643], [-3.711470, -0.248457, 2.320483], [-2.643488, 0.822092, -6.755578], [-4.360027, 1.086106, -6.403914], [-3.835994, -0.428560, -7.107808], [-1.256160, 0.014036, -4.994362], [-0.998815, -1.016581, -2.746601], [-5.194299, -1.703434, -2.564941], [-5.465475, -0.663255, -4.799284], [-4.336838, -3.392925, 1.122723], [-5.386820, -3.594633, 3.335128], [-5.401836, -1.697670, 4.913212], [-4.704060, 0.660655, 5.438780], [-3.428134, 2.688826, 4.752121], [-2.418197, 2.745883, 2.482141], [-0.061498, 0.496334, 0.360833], [1.422796, 0.336131, 0.429842], [1.772890, -1.432295, -0.122743], [3.222363, -1.796890, -0.393029], [3.456246, -3.286792, -0.134650], [3.239335, -3.645491, 1.327131], [1.966867, -3.004172, 1.896531], [1.074770, -2.402488, 0.823579], [1.852387, 0.569646, 2.236297], [3.287934, 0.437723, 2.751831], [4.097579, 1.732790, 2.784148], [3.326074, 2.836748, 3.500277], [2.013943, 3.077917, 2.767767], [1.149238, 1.822914, 2.786557], [2.144307, 1.631326, -0.713902], [3.656390, 1.750782, -0.918625], [4.232133, 1.145211, -2.200071], [3.365858, 1.442801, -3.415391], [1.952910, 0.932809, -3.160392], [1.326610, 1.705035, -2.004668], [1.192387, -1.418928, -1.054300], [3.904476, -1.224596, 0.241906], [3.479191, -1.569139, -1.428211], [4.467584, -3.559536, -0.436406], [2.758706, -3.852641, -0.757521], [4.105688, -3.327697, 1.911698], [3.189567, -4.731997, 1.420450], [2.246926, -2.230758, 2.615075], [1.393304, -3.745389, 2.455331], [0.192742, -1.925782, 1.259015], [0.677511, -3.216519, 0.206516], [1.276273, -0.287567, 2.616708], [3.833542, -0.327361, 2.194124], [3.217951, 0.085201, 3.785159], [4.343249, 2.073187, 1.777919], [5.038664, 1.540544, 3.301192], [3.917335, 3.751987, 3.521497], [3.133771, 2.544412, 4.534761], [2.231758, 3.383319, 1.740963], [1.466206, 3.894606, 3.242182], [0.222704, 1.982907, 2.229084], [0.874995, 1.617985, 3.825145], [1.827396, 2.482429, -0.086236], [4.184984, 1.333523, -0.059543], [3.887690, 2.820010, -0.942107], [4.343750, 0.065604, -2.100260], [5.234934, 1.548539, -2.349209], [3.790883, 0.966099, -4.298568], [3.342369, 2.518069, -3.605034], [1.986916, -0.134050, -2.926914], [1.341027, 1.062755, -4.053908], [0.313094, 1.341654, -1.808292], [1.248341, 2.754676, -2.301591], [-2.760660, 2.415161, -1.699574], [-1.973087, 3.034048, -1.857280], [-3.535417, 2.981711, -1.367887], [-3.034448, 2.018776, -2.593534]], "forces_ev_per_a": [[0.49, 0.64, -1.01], [-0.03, 0.02, -0.15], [-0.02, -0.03, 0.21], [-0.11, -0.01, 0.07], [0.25, -0.07, 0.17], [0.00, -0.43, 0.37], [-0.20, -0.03, 0.04], [0.10, 0.02, 0.06], [0.85, -0.81, -1.17], [-0.69, 0.52, 0.10], [-0.44, 0.20, 0.01], [-0.11, 0.51, 1.37], [0.62, 0.02, -1.02], [-0.55, -0.83, 0.81], [0.01, -0.62, -0.74], [0.41, 0.65, -0.15], [0.13, 0.21, -0.50], [0.03, -0.02, -0.01], [0.01, -0.07, -0.02], [-0.24, 0.32, 0.77], [-0.15, -1.01, -0.34], [-0.07, 1.10, 0.73], [0.02, 0.03, -0.04], [-0.02, 0.06, -0.04], [0.01, -0.03, -0.06], [0.11, 0.05, -0.01], [0.23, 0.03, 0.01], [-0.20, -0.08, -0.02], [-0.14, 0.00, 0.00], [-0.02, -0.11, 0.00], [-0.02, -0.07, -0.02], [-0.06, -0.08, 0.11], [-0.05, 0.02, 0.17], [0.01, 0.04, 0.06], [0.01, 0.08, -0.08], [-1.90, 0.29, -0.05], [1.76, -0.80, -0.42], [-0.39, 1.52, 0.35], [0.46, -0.28, -0.08], [0.01, 0.13, -0.17], [0.10, -0.20, 0.01], [0.05, 0.22, 0.30], [-0.43, -0.54, -0.10], [-0.37, -0.05, -0.57], [0.25, -0.09, -0.13], [-0.09, 0.04, 0.23], [0.14, 0.02, -0.36], [-0.06, 0.03, 0.28], [-0.02, 0.09, -0.13], [-0.55, -0.27, 0.99], [0.29, 0.03, 0.06], [-0.02, 0.03, -0.05], [0.04, -0.30, 0.05], [0.03, 0.32, -0.03], [-0.14, -0.16, -0.19], [0.10, -0.08, -0.06], [0.05, 0.04, -0.04], [0.00, 0.03, 0.10], [-0.04, -0.04, -0.08], [0.10, -0.08, -0.08], [0.00, 0.00, -0.01], [0.03, 0.03, 0.02], [-0.01, 0.01, 0.06], [-0.02, 0.06, 0.04], [-0.01, -0.05, 0.05], [0.03, 0.08, 0.14], [0.12, 0.03, -0.10], [-0.04, -0.05, 0.10], [0.00, -0.11, -0.01], [0.04, 0.02, -0.02], [0.04, -0.03, -0.09], [0.02, 0.02, 0.07], [-0.04, 0.01, 0.08], [0.00, 0.06, -0.02], [-0.03, 0.05, -0.08], [-0.05, -0.01, 0.09], [-0.02, -0.02, 0.05], [0.11, -0.02, -0.22], [0.03, 0.09, -0.04], [0.02, 0.00, 0.09], [0.01, 0.01, -0.02], [0.01, -0.04, 0.06], [0.02, 0.03, -0.04], [-0.04, 0.08, -0.04], [-0.01, -0.14, -0.03], [-0.08, -0.08, -0.04], [-0.02, 0.12, -0.04], [-0.01, 0.05, -0.01], [0.20, -0.20, 0.49], [0.05, -0.01, -0.04], [0.05, 0.00, -0.04], [0.06, -0.08, -0.01]], "mulliken_charge": [0.768, -1.492, 0.784, -1.203, 0.368, 0.154, -0.806, -0.817, 1.144, -0.381, -0.703, -0.183, 0.592, -0.320, -1.189, -0.412, 0.650, -0.508, -0.939, -0.138, -0.318, 0.411, 0.376, 0.380, 0.361, 0.447, 0.443, 0.526, 0.465, 0.686, 0.448, 0.494, 0.478, 0.456, 0.569, 0.462, -0.429, 1.391, -0.189, -1.249, -0.820, -0.501, -1.207, 0.783, -0.858, -0.487, -1.028, -0.456, -1.133, 0.612, -0.899, -0.599, -1.201, -0.255, -0.548, -0.620, 0.229, 0.112, 0.495, 0.370, 0.358, 0.302, 0.055, 0.579, 0.083, 0.711, 0.371, 0.090, 0.550, 0.005, 0.490, 0.473, 0.348, 0.145, 0.447, 0.061, 0.627, 0.125, -0.040, 0.562, 0.032, 0.521, 0.451, 0.362, 0.072, 0.319, -0.361, 0.720, -0.813, 0.275, 0.290, 0.224]}